110
Properties=species:S:1:pos:R:3 method="wB97M-V/def2-TZVPD" fmax_ev_per_a=5.3 spin_multiplicity=1 gap_ha=0.2837 homo_ev=-9.16 total_charge=0
C -3.490 -3.026 0.611
C -2.465 -2.847 -0.602
O -2.403 -3.745 -1.478
N -1.524 -1.676 -0.754
C -2.290 -0.540 -1.306
C -1.615 0.701 -2.108
O -3.557 -0.488 -1.222
C -0.915 -1.360 0.559
C -0.355 -2.503 1.469
C 0.261 -2.296 2.873
N 0.719 -3.467 3.654
C 1.977 -3.726 3.392
S 3.636 -3.516 3.369
C 0.345 -0.855 3.431
C -0.177 0.296 2.515
C -0.790 0.088 1.113
C -0.074 1.778 3.145
O 0.224 2.818 2.480
C -0.436 1.852 4.716
C -1.285 3.030 5.244
C -1.637 3.016 6.763
C -1.165 1.852 7.707
C -0.286 0.671 7.144
C 0.066 0.683 5.643
C 0.914 -0.470 4.893
O 1.928 -1.017 5.393
H -3.534 -2.066 1.236
H -3.049 -3.832 1.310
H -4.508 -3.413 0.275
H -0.623 0.427 -2.596
H -2.374 0.940 -2.946
H -1.583 1.618 -1.432
H -0.440 -3.571 1.084
H -1.127 1.010 0.544
H -1.598 3.829 4.499
H -2.291 3.884 7.131
H -1.478 1.888 8.810
H 0.036 -0.178 7.833
C -4.414 2.859 1.454
O -5.736 3.276 1.792
C -5.897 3.602 3.086
O -5.042 3.568 3.937
O -7.176 3.972 3.265
C -7.494 4.348 4.604
H -4.401 2.622 0.390
H -3.697 3.664 1.637
H -4.138 1.961 2.012
H -6.900 5.212 4.913
H -7.340 3.509 5.287
H -8.548 4.626 4.631
C -7.340 -5.834 -0.594
O -7.131 -5.575 0.793
C -8.191 -5.851 1.572
O -9.254 -6.281 1.196
O -7.860 -5.564 2.843
C -8.900 -5.811 3.788
H -6.422 -5.575 -1.123
H -7.549 -6.892 -0.762
H -8.150 -5.213 -0.984
H -9.172 -6.869 3.795
H -9.772 -5.189 3.572
H -8.522 -5.545 4.776
C 5.159 -3.641 -1.020
O 4.233 -3.762 -2.100
C 2.960 -3.491 -1.766
O 2.568 -3.169 -0.671
O 2.198 -3.641 -2.865
C 0.811 -3.380 -2.652
H 6.151 -3.883 -1.403
H 5.175 -2.618 -0.639
H 4.915 -4.347 -0.223
H 0.658 -2.347 -2.335
H 0.397 -4.075 -1.918
H 0.291 -3.531 -3.599
C 3.073 1.654 2.026
O 3.925 1.303 0.935
C 4.733 2.293 0.524
O 4.788 3.405 0.989
O 5.473 1.827 -0.499
C 6.386 2.779 -1.042
H 2.468 0.780 2.271
H 3.667 1.919 2.904
H 2.403 2.470 1.751
H 7.109 3.094 -0.286
H 5.849 3.640 -1.446
H 6.928 2.297 -1.856
C 3.369 -3.201 -5.126
O 4.141 -2.553 -6.139
C 4.009 -1.218 -6.161
O 3.316 -0.561 -5.419
O 4.781 -0.737 -7.151
C 4.738 0.682 -7.290
H 3.552 -4.274 -5.201
H 3.678 -2.868 -4.140
H 2.303 -3.021 -5.280
H 5.100 1.169 -6.382
H 3.725 1.015 -7.530
H 5.396 0.956 -8.115
C 3.806 5.218 -3.615
O 4.657 4.864 -4.705
C 5.465 5.855 -5.117
O 5.518 6.967 -4.652
O 6.206 5.390 -6.139
C 7.118 6.343 -6.681
H 3.200 4.346 -3.366
H 4.396 5.489 -2.737
H 3.137 6.033 -3.898
H 7.840 6.659 -5.925
H 6.580 7.204 -7.086
H 7.659 5.860 -7.495